C5H7NO | ωB97M-V/def2-TZVPD

Values from the calculation:
Energy relative to the best compared isomer or geometry (same formula, charge and spin) = 63.6 kcal/mol
DFT total energy = -8833.4441 eV
Charge = 0
Orbital gap = 10.462 eV
E_HOMO = -0.34824 Eh
SMILES = [H]/N=C\OC=C1CC1

CARTESIAN COORDINATES (ANGSTROEM)
H1 -0.332 -2.166 -1.083
N1 0.136 -2.697 -0.347
C1 1.097 -2.071 0.168
O1 1.566 -0.828 -0.130
C2 0.752 0.133 -0.728
C3 -0.364 0.555 -0.182
C4 -1.282 0.452 0.954
C5 -1.420 1.560 -0.087
H2 1.697 -2.525 0.961
H3 1.161 0.559 -1.637
H4 -0.904 0.694 1.944
H5 -2.027 -0.340 0.926
H6 -2.285 1.544 -0.744
H7 -1.107 2.561 0.200

Forces on atoms 1 to 3 (eV/Å):
H 0.03 0.08 0.12
N 0.10 0.05 0.07
C -0.36 -0.21 -0.12

For reference, the Löwdin charges in units of e are:
1 H 0.051
2 N 0.116
3 C -0.308
4 O -0.040
5 C -0.088
6 C -0.234
7 C -0.083
8 C -0.087
9 H 0.124
10 H 0.125
11 H 0.108
12 H 0.107
13 H 0.102
14 H 0.105

C20H34Cl2FeN3O4 | ωB97M-V/def2-TZVPD

Values from the calculation:
Energy relative to the best compared isomer or geometry (same formula, charge and spin) = 0.0 kcal/mol
DFT total energy = -93385.7870 eV
Charge = 0
Multiplicity = 6
Orbital gap (alpha / beta) = 8.001 / 7.279 eV
E_HOMO (alpha / beta) = -0.27833 / -0.27765 Eh

CARTESIAN COORDINATES (ANGSTROEM)
O1 -0.830 -0.683 -0.590
C1 -1.498 -0.158 -1.669
C2 -1.101 -0.888 -2.960
C3 0.068 -1.636 -3.052
H1 0.733 -1.686 -2.189
C4 0.429 -2.254 -4.246
H2 1.361 -2.813 -4.282
C5 -0.398 -2.114 -5.364
H3 -0.124 -2.586 -6.307
C6 -1.586 -1.372 -5.280
H4 -2.241 -1.259 -6.143
C7 -1.932 -0.765 -4.073
H5 -2.831 -0.156 -3.962
H6 -2.573 -0.307 -1.522
C8 -2.094 2.121 -0.712
C9 -1.348 1.374 -1.758
H7 -2.272 3.176 -0.948
H8 -1.541 2.120 0.222
H9 -3.051 1.626 -0.487
C10 -0.492 1.932 -2.633
C11 -0.096 3.377 -2.737
H10 0.046 1.302 -3.341
H11 -0.354 3.780 -3.720
H12 0.984 3.500 -2.648
H13 -0.578 3.989 -1.983
Fe1 0.612 0.127 0.529
Cl1 1.028 2.380 -0.102
C12 2.770 1.617 1.774
O2 1.840 0.855 2.111
N1 3.663 2.098 2.623
C13 3.402 2.002 4.045
C14 4.933 2.659 2.189
H14 2.915 1.980 0.727
H15 2.460 1.485 4.205
H16 3.354 3.005 4.468
H17 4.220 1.469 4.529
H18 5.024 2.497 1.111
H19 5.757 2.166 2.713
H20 4.975 3.734 2.395
H21 0.171 -5.287 -0.567
H22 2.414 -4.705 0.850
C15 0.220 -4.208 -0.762
C16 2.202 -3.657 0.633
N2 0.780 -3.505 0.377
H23 -0.785 -3.823 -0.955
C17 0.021 -2.666 1.086
O3 0.482 -1.684 1.735
H24 2.486 -3.033 1.476
H25 -1.056 -2.877 1.079
H26 0.847 -4.051 -1.649
H27 2.768 -3.361 -0.251
H28 -2.652 1.703 4.612
H29 -4.019 -0.654 4.395
C18 -2.923 1.759 3.555
C19 -4.012 -0.470 3.314
N3 -2.934 0.438 2.947
H30 -2.214 2.401 3.038
C20 -1.961 0.062 2.111
O4 -0.947 0.754 1.889
H31 -3.857 -1.416 2.786
H32 -2.128 -0.906 1.598
H33 -3.930 2.173 3.497
H34 -4.980 -0.045 3.027
Cl2 2.372 -0.636 -0.754

Forces on atoms 1 to 3 (eV/Å):
O 1.32 0.34 1.88
C 0.06 0.55 -1.05
C -0.28 0.28 0.13

For reference, the Löwdin charges in units of e are:
1 O -0.293
2 C -0.383
3 C -0.180
4 C -0.078
5 H 0.011
6 C -0.085
7 H 0.100
8 C -0.103
9 H 0.094
10 C -0.089
11 H 0.096
12 C -0.046
13 H 0.118
14 H 0.133
15 C -0.089
16 C -0.296
17 H 0.080
18 H 0.012
19 H 0.083
20 C -0.156
21 C -0.152
22 H 0.114
23 H 0.070
24 H 0.050
25 H 0.047
26 Fe 0.640
27 Cl 0.317
28 C -0.426
29 O -0.157
30 N -0.175
31 C -0.027
32 C -0.030
33 H 0.023
34 H 0.089
35 H 0.092
36 H 0.090
37 H 0.097
38 H 0.092
39 H 0.092
40 H 0.092
41 H 0.092
42 C -0.034
43 C -0.062
44 N -0.167
45 H 0.096
46 C -0.288
47 O -0.114
48 H 0.089
49 H 0.143
50 H 0.091
51 H 0.057
52 H 0.096
53 H 0.095
54 C -0.019
55 C -0.037
56 N -0.168
57 H 0.094
58 C -0.258
59 O -0.103
60 H 0.090
61 H 0.135
62 H 0.092
63 H 0.093
64 Cl 0.123

C2H2O2S | ωB97M-V/def2-TZVPD

Values from the calculation:
Energy relative to the best compared isomer or geometry (same formula, charge and spin) = 60.1 kcal/mol
DFT total energy = -17033.4192 eV
Charge = 0
Orbital gap = 10.119 eV
E_HOMO = -0.39821 Eh

CARTESIAN COORDINATES (ANGSTROEM)
C1 1.173 0.043 -0.497
C2 1.194 -0.088 0.703
O1 -1.632 -0.917 -0.846
O2 -1.692 1.271 0.236
S1 -1.514 -0.140 0.380
H1 1.286 0.256 -1.601
H2 1.184 -0.425 1.624

Forces on atoms 1 to 3 (eV/Å):
C 1.01 0.63 -0.94
C 0.30 0.89 -5.18
O -0.03 0.48 1.42

For reference, the Löwdin charges in units of e are:
1 C -0.006
2 C -0.034
3 O -0.445
4 O -0.424
5 S 0.833
6 H 0.092
7 H -0.015

C26H63O21P6 | ωB97M-V/def2-TZVPD

Values from the calculation:
Energy relative to the best compared isomer or geometry (same formula, charge and spin) = 0.0 kcal/mol
DFT total energy = -126713.8856 eV
Charge = +1
Orbital gap = 8.568 eV
E_HOMO = -0.40872 Eh

CARTESIAN COORDINATES (ANGSTROEM)
C1 2.794 -2.015 -0.348
C2 3.591 -0.627 -0.485
O1 3.335 0.105 -1.707
C3 2.123 0.878 -1.640
C4 2.243 2.235 -0.785
P1 0.543 2.788 -0.155
C5 -0.198 1.254 0.732
C6 -1.491 0.711 -0.063
C7 -2.516 -0.116 0.800
C8 -3.867 -0.683 0.202
C9 -4.121 -0.367 -1.312
C10 -3.079 0.414 -2.158
C11 -1.738 0.984 -1.586
H1 2.478 -2.185 0.740
H2 3.513 -2.884 -0.602
H3 1.880 -2.118 -1.022
H4 3.462 -0.006 0.477
H5 4.715 -0.902 -0.512
H6 1.878 1.196 -2.724
H7 1.282 0.175 -1.316
H8 2.592 3.056 -1.518
H9 2.926 2.165 0.131
H10 -0.319 3.315 -1.164
H11 0.803 3.845 0.795
H12 -0.600 1.666 1.735
H13 0.630 0.483 0.877
H14 -2.274 -0.307 1.912
H15 -4.621 -1.260 0.845
H16 -5.099 -0.726 -1.785
H17 -3.323 0.573 -3.266
H18 -0.983 1.574 -2.199
C12 3.727 2.709 5.598
O2 3.009 1.586 6.086
P2 2.300 0.655 4.989
O3 2.379 1.154 3.593
O4 0.809 0.510 5.557
C13 -0.014 1.665 5.462
O5 2.941 -0.786 5.221
C14 3.304 -1.178 6.539
H19 3.047 3.389 5.081
H20 4.172 3.232 6.444
H21 4.521 2.387 4.922
H22 0.048 2.106 4.464
H23 0.295 2.402 6.207
H24 -1.048 1.378 5.653
H25 2.576 -0.832 7.276
H26 4.290 -0.770 6.775
H27 3.360 -2.266 6.580
C15 -9.311 -0.128 -5.880
O6 -8.608 -1.324 -5.568
P3 -7.146 -1.172 -4.919
O7 -6.637 0.216 -4.827
O8 -6.255 -2.147 -5.825
C16 -5.980 -1.696 -7.145
O9 -7.256 -1.938 -3.522
C17 -8.101 -3.076 -3.422
H28 -8.762 0.445 -6.629
H29 -10.286 -0.398 -6.286
H30 -9.456 0.473 -4.980
H31 -5.649 -0.655 -7.141
H32 -6.876 -1.792 -7.763
H33 -5.188 -2.312 -7.570
H34 -8.058 -3.689 -4.324
H35 -9.128 -2.745 -3.251
H36 -7.784 -3.677 -2.569
C18 3.390 5.032 1.777
O10 4.496 5.923 1.739
P4 4.969 6.565 3.138
O11 4.108 6.241 4.298
O12 5.065 8.126 2.797
C19 3.829 8.808 2.624
O13 6.490 6.110 3.284
C20 7.288 5.976 2.116
H37 2.498 5.556 2.129
H38 3.208 4.666 0.764
H39 3.608 4.182 2.428
H40 3.134 8.565 3.431
H41 3.386 8.533 1.664
H42 4.014 9.882 2.635
H43 7.072 6.762 1.389
H44 7.103 4.998 1.666
H45 8.339 6.035 2.399
C21 -0.142 -3.183 3.295
O14 -1.090 -4.193 3.599
P5 -2.586 -3.707 3.928
O15 -2.774 -2.236 3.993
O16 -2.911 -4.488 5.287
C22 -2.243 -4.021 6.452
O17 -3.482 -4.446 2.834
C23 -3.100 -5.740 2.386
H46 -0.013 -2.519 4.152
H47 0.812 -3.662 3.072
H48 -0.466 -2.612 2.422
H49 -2.308 -2.933 6.530
H50 -1.193 -4.324 6.423
H51 -2.715 -4.462 7.330
H52 -2.709 -6.349 3.203
H53 -2.342 -5.639 1.606
H54 -3.972 -6.236 1.959
C24 3.689 -1.833 -4.463
O18 2.774 -2.048 -5.529
P6 1.504 -2.986 -5.227
O19 1.496 -3.623 -3.890
O20 1.522 -4.014 -6.454
C25 2.553 -4.993 -6.435
O21 0.245 -2.051 -5.531
C26 0.340 -1.081 -6.563
H55 4.141 -2.780 -4.161
H56 4.476 -1.163 -4.813
H57 3.181 -1.372 -3.615
H58 2.627 -5.463 -5.452
H59 3.509 -4.529 -6.692
H60 2.323 -5.762 -7.173
H61 0.898 -1.459 -7.421
H62 0.830 -0.186 -6.169
H63 -0.666 -0.810 -6.885

Forces on atoms 1 to 3 (eV/Å):
C 0.42 -0.46 0.18
C 1.04 -1.22 0.94
O -0.90 0.86 1.24

Results of the Löwdin charge analysis, in e, for atoms 1 through 99:
1 C -0.075
2 C -0.238
3 O -0.199
4 C -0.258
5 C -0.286
6 P 1.082
7 C -0.280
8 C -0.233
9 C -0.015
10 C -0.016
11 C -0.040
12 C -0.047
13 C -0.061
14 H 0.072
15 H 0.090
16 H 0.081
17 H 0.113
18 H 0.137
19 H 0.145
20 H 0.110
21 H 0.110
22 H 0.100
23 H 0.034
24 H 0.026
25 H 0.099
26 H 0.098
27 H 0.092
28 H 0.104
29 H 0.091
30 H 0.097
31 H 0.058
32 C -0.100
33 O -0.223
34 P 0.398
35 O -0.270
36 O -0.216
37 C -0.096
38 O -0.208
39 C -0.096
40 H 0.079
41 H 0.099
42 H 0.092
43 H 0.071
44 H 0.095
45 H 0.096
46 H 0.092
47 H 0.094
48 H 0.094
49 C -0.099
50 O -0.231
51 P 0.395
52 O -0.244
53 O -0.217
54 C -0.102
55 O -0.217
56 C -0.101
57 H 0.089
58 H 0.092
59 H 0.092
60 H 0.086
61 H 0.091
62 H 0.091
63 H 0.091
64 H 0.092
65 H 0.092
66 C -0.119
67 O -0.225
68 P 0.405
69 O -0.233
70 O -0.208
71 C -0.100
72 O -0.197
73 C -0.101
74 H 0.088
75 H 0.061
76 H 0.088
77 H 0.088
78 H 0.087
79 H 0.094
80 H 0.090
81 H 0.089
82 H 0.096
83 C -0.104
84 O -0.226
85 P 0.404
86 O -0.250
87 O -0.210
88 C -0.100
89 O -0.205
90 C -0.100
91 H 0.084
92 H 0.091
93 H 0.081
94 H 0.086
95 H 0.089
96 H 0.093
97 H 0.090
98 H 0.091
99 H 0.094

C2H11NO3 | ωB97M-V/def2-TZVPD

Values from the calculation:
Energy relative to the best compared isomer or geometry (same formula, charge and spin) = 25.7 kcal/mol
DFT total energy = -9884.0860 eV
Charge = 0
Orbital gap = 9.971 eV
E_HOMO = -0.33821 Eh
SMILES = NCCO.O.O

CARTESIAN COORDINATES (ANGSTROEM)
N1 1.258 -0.498 1.020
C1 -0.199 -0.019 1.262
C2 -0.544 1.259 0.494
O1 -1.557 1.949 1.230
H1 1.903 0.017 1.593
H2 1.319 -1.503 1.033
H3 -0.830 -0.859 0.943
H4 -0.033 0.113 2.333
H5 0.372 1.844 0.480
H6 -0.882 1.024 -0.527
H7 -1.275 2.843 1.420
O2 -1.143 -1.658 -1.505
H8 -0.289 -1.244 -1.669
H9 -1.852 -1.334 -2.088
O3 1.818 -0.872 -1.936
H10 2.119 -0.117 -2.462
H11 2.209 -0.544 -1.105

Forces on atoms 1 to 3 (eV/Å):
N -1.42 0.88 -1.83
C 2.71 -1.23 -0.07
C 0.29 -0.37 0.93

For reference, the Löwdin charges in units of e are:
1 N -0.029
2 C -0.199
3 C -0.256
4 O -0.075
5 H 0.053
6 H 0.062
7 H 0.100
8 H 0.105
9 H 0.107
10 H 0.108
11 H 0.075
12 O -0.072
13 H -0.012
14 H 0.049
15 O -0.078
16 H 0.044
17 H 0.016

CH4ClN2O | ωB97M-V/def2-TZVPD

Values from the calculation:
Energy relative to the best compared isomer or geometry (same formula, charge and spin) = 49.1 kcal/mol
DFT total energy = -18641.6041 eV
Charge = +1
Orbital gap = 9.739 eV
E_HOMO = -0.58746 Eh
SMILES = NC(=[NH2+])OCl

CARTESIAN COORDINATES (ANGSTROEM)
N1 0.799 -0.383 -0.815
C1 -0.070 0.253 -0.048
N2 -0.937 -0.799 0.935
O1 -0.447 1.418 0.205
Cl1 0.239 2.645 -0.811
H1 0.596 -1.425 -0.796
H2 1.271 0.153 -1.595
H3 -0.315 -1.575 0.986
H4 -1.134 -0.288 1.938

Forces on atoms 1 to 3 (eV/Å):
N -1.25 1.11 -0.40
C -2.28 -6.42 3.93
N 1.28 5.55 -0.69

For reference, the Löwdin charges in units of e are:
1 N 0.218
2 C -0.433
3 N 0.125
4 O -0.313
5 Cl 0.845
6 H 0.182
7 H 0.161
8 H 0.038
9 H 0.178